DFT (ωB97M-V/def2-TZVPD) results for 13 unconnected molecules or ions with the total composition C62H156F6N10O25 in a non-equilibrium geometry.

As for the orbital gap: 2.818 eV. The calculation puts the largest force on an atom at 5.76 eV/A. The value obtained for the LUMO energy is -7.055 eV. The calculation puts the HOMO energy at -0.363 Eh. Its charge is +6.

Each atom is followed by the atoms it is bonded to, with distances in Å.
CARTESIAN COORDINATES (ANGSTROEM)
1 C 6.48703 24.82982 25.50320  O2 1.447, H12 1.034, H13 1.087, H14 1.095
2 O 6.00210 23.96558 24.44876  C1 1.447, C3 1.362
3 C 6.67972 22.80796 24.21510  O2 1.362, C4 1.619, H15 1.076, H16 1.073
4 C 7.03692 22.82635 22.63609  C3 1.619, N5 1.497, H17 1.052, H18 1.095
5 N 5.90718 23.52048 21.94200  C4 1.497, H6 1.020, H7 1.043, C8 1.524
6 H 5.08185 22.92733 21.85988  N5 1.020
7 H 5.58595 24.27418 22.58728  N5 1.043
8 C 6.07078 24.04666 20.52060  N5 1.524, C9 1.520, H19 1.069, H20 1.103
9 C 4.71398 24.44176 19.96049  C8 1.520, O10 1.453, H21 1.113, H22 1.117
10 O 4.00609 25.13737 21.02119  C9 1.453, C11 1.487
11 C 2.80703 25.77494 20.41491  O10 1.487, H23 1.120, H24 1.146, H25 1.111
12 H 6.19998 24.41363 26.40487  C1 1.034
13 H 5.95008 25.75986 25.33776  C1 1.087
14 H 7.56590 24.97160 25.38534  C1 1.095
15 H 6.02707 21.97601 24.41162  C3 1.076
16 H 7.62007 22.81062 24.73240  C3 1.073
17 H 7.19705 21.85662 22.26132  C4 1.052
18 H 7.97452 23.38090 22.52517  C4 1.095
19 H 6.58689 23.30949 19.94426  C8 1.069
20 H 6.77492 24.89552 20.50959  C8 1.103
21 H 4.08632 23.60394 19.58108  C9 1.113
22 H 4.92964 25.05319 19.05150  C9 1.117
23 H 1.88546 25.46326 20.96959  C11 1.120
24 H 2.68438 25.40757 19.33619  C11 1.146
25 H 2.89573 26.88042 20.35344  C11 1.111
26 C 19.82445 22.18008 32.85091  O27 1.419, H37 1.069, H38 1.105, H39 1.089
27 O 18.95761 21.06326 32.96732  C26 1.419, C28 1.358
28 C 18.96373 20.19331 31.92408  O27 1.358, C29 1.568, H40 1.096, H41 1.092
29 C 19.01488 18.70156 32.40352  C28 1.568, N30 1.525, H42 1.104, H43 1.066
30 N 20.06523 18.63843 33.50803  C29 1.525, H31 1.033, H32 1.040, C33 1.497
31 H 20.92486 19.14321 33.23755  N30 1.033
32 H 19.71698 19.20586 34.30643  N30 1.040
33 C 20.24083 17.25903 34.06335  N30 1.497, C34 1.489, H44 1.099, H45 1.096
34 C 19.89883 17.40528 35.50539  C33 1.489, O35 1.384, H46 1.134, H47 1.119
35 O 18.71522 18.11642 35.59479  C34 1.384, C36 1.430
36 C 18.11273 18.15442 36.89108  O35 1.430, H48 1.082, H49 1.084, H50 1.077
37 H 19.53659 22.70208 33.73812  C26 1.069
38 H 19.63258 22.68142 31.88517  C26 1.105
39 H 20.86806 21.88197 32.93945  C26 1.089
40 H 19.79403 20.36006 31.22790  C28 1.096
41 H 18.02619 20.24610 31.36658  C28 1.092
42 H 19.33409 18.10327 31.53250  C29 1.104
43 H 18.17500 18.33712 32.95000  C29 1.066
44 H 21.24831 16.84565 33.91515  C33 1.099
45 H 19.52130 16.58447 33.58501  C33 1.096
46 H 20.78821 17.93113 35.97175  C34 1.134
47 H 19.72327 16.37777 35.91265  C34 1.119
48 H 17.06198 18.33559 36.70930  C36 1.082
49 H 18.53224 18.87562 37.58360  C36 1.084
50 H 18.24208 17.20232 37.37714  C36 1.077
51 C 7.16859 7.81902 35.58830  O52 1.473, H62 1.083, H63 1.109, H64 1.111
52 O 7.64930 7.34477 36.89769  C51 1.473, C53 1.401
53 C 7.34925 5.99829 37.14182  O52 1.401, C54 1.452, H65 1.131, H66 1.065
54 C 8.35075 5.43391 38.02810  C53 1.452, N55 1.580, H67 1.078, H68 1.061
55 N 9.77153 5.75590 37.41744  C54 1.580, H56 1.001, H57 1.008, C58 1.503
56 H 9.74346 5.45413 36.46323  N55 1.001
57 H 9.91869 6.74816 37.51963  N55 1.008
58 C 10.85801 5.01164 38.14261  N55 1.503, C59 1.501, H69 1.087, H70 1.087
59 C 11.44431 5.95783 39.15019  C58 1.501, O60 1.440, H71 1.093, H72 1.128
60 O 11.86080 7.14338 38.44770  C59 1.440, C61 1.430
61 C 12.55569 7.92930 39.41945  O60 1.430, H73 1.095, H74 1.100, H75 1.038
62 H 6.11360 7.57970 35.54099  C51 1.083
63 H 7.71494 7.26433 34.79818  C51 1.109
64 H 7.28860 8.92399 35.58621  C51 1.111
65 H 7.27431 5.44618 36.15816  C53 1.131
66 H 6.37798 5.81646 37.54006  C53 1.065
67 H 8.27061 4.37842 38.23164  C54 1.078
68 H 8.29740 5.92008 38.96917  C54 1.061
69 H 11.60388 4.73768 37.40020  C58 1.087
70 H 10.43071 4.07797 38.50072  C58 1.087
71 H 12.35762 5.51572 39.55704  C59 1.093
72 H 10.69365 6.17426 39.96433  C59 1.128
73 H 13.61210 7.64772 39.47978  C61 1.095
74 H 12.10103 7.78564 40.41055  C61 1.100
75 H 12.42126 8.89152 39.05532  C61 1.038
76 C 8.33897 14.67335 31.40137  O77 1.325, H87 1.142, H88 1.113, H89 1.120
77 O 8.35906 14.87325 30.09170  C76 1.325, C78 1.423
78 C 7.45575 14.16582 29.25076  O77 1.423, C79 1.536, H90 1.068, H91 1.116
79 C 6.85248 14.99449 28.10664  C78 1.536, N80 1.502, H92 1.104, H93 1.107
80 N 5.86777 16.01551 28.59941  C79 1.502, H82 1.012, C83 1.442
81 H 4.88102 16.48269 27.23731  O232 0.943
82 H 5.20435 15.50762 29.17017  N80 1.012
83 C 6.36905 17.24234 29.16664  N80 1.442, C84 1.520, H94 1.131, H95 1.126
84 C 5.38010 18.25876 29.71504  C83 1.520, O85 1.409, H96 1.111, H97 1.130
85 O 4.73192 17.74333 30.85533  C84 1.409, C86 1.375
86 C 4.09266 18.72520 31.57487  O85 1.375, H98 1.093, H99 1.095, H100 1.123
87 H 8.71337 13.64342 31.72135  C76 1.142
88 H 7.29671 14.75918 31.78361  C76 1.113
89 H 9.06356 15.45120 31.75340  C76 1.120
90 H 6.66194 13.70710 29.79894  C78 1.068
91 H 8.00534 13.24055 28.95563  C78 1.116
92 H 6.39720 14.38742 27.30410  C79 1.104
93 H 7.60489 15.60796 27.57427  C79 1.107
94 H 6.77494 17.81599 28.28093  C83 1.131
95 H 7.16218 17.09009 29.95137  C83 1.126
96 H 4.64408 18.47146 28.91008  C84 1.111
97 H 5.96967 19.13428 30.11806  C84 1.130
98 H 4.77834 19.51832 31.88302  C86 1.093
99 H 3.63985 18.26284 32.45795  C86 1.095
100 H 3.28912 19.18439 30.93915  C86 1.123
101 C 7.45245 24.36377 31.63902  O102 1.437, H112 1.093, H113 1.097, H114 1.117
102 O 7.12097 23.67987 32.85897  C101 1.437, C103 1.382
103 C 7.49845 24.28733 34.04169  O102 1.382, C104 1.547, H115 1.052, H116 1.111
104 C 7.28446 23.36038 35.26215  C103 1.547, N105 1.497, H117 1.098, H118 1.080
105 N 8.05203 22.07523 35.26197  C104 1.497, H106 1.021, H107 1.003, C108 1.478
106 H 9.06926 22.16124 35.22759  N105 1.021
107 H 7.80881 21.69556 36.15776  N105 1.003
108 C 7.66098 21.09093 34.23044  N105 1.478, C109 1.508, H119 1.064, H120 1.076
109 C 8.42268 19.79885 34.38317  C108 1.508, O110 1.404, H121 1.050, H122 1.096
110 O 9.68708 20.11539 34.90630  C109 1.404, C111 1.413
111 C 10.38286 19.04260 35.50763  O110 1.413, H123 1.087, H124 1.077, H125 1.128
112 H 6.79237 25.23415 31.62030  C101 1.093
113 H 7.10946 23.73427 30.80823  C101 1.097
114 H 8.51202 24.68744 31.49816  C101 1.117
115 H 6.91494 25.10289 34.35881  C103 1.052
116 H 8.57530 24.55824 34.07737  C103 1.111
117 H 6.24388 23.01948 35.33854  C104 1.098
118 H 7.60202 23.77858 36.20572  C104 1.080
119 H 7.83606 21.48618 33.25775  C108 1.064
120 H 6.59638 21.01307 34.36326  C108 1.076
121 H 8.53364 19.35095 33.43967  C109 1.050
122 H 7.89170 19.11228 35.05264  C109 1.096
123 H 9.91016 18.61840 36.39016  C111 1.087
124 H 11.34472 19.42712 35.80274  C111 1.077
125 H 10.45524 18.12023 34.86161  C111 1.128
126 C -1.90304 14.12659 25.98097  O127 1.417, H137 1.127, H138 1.102, H139 1.088
127 O -0.68616 14.84004 25.84606  C126 1.417, C128 1.415
128 C 0.31627 13.87000 25.60663  O127 1.415, C129 1.599, H140 1.080, H141 1.061
129 C 1.73144 14.56942 25.86097  C128 1.599, N130 1.482, H142 1.079, H143 1.076
130 N 1.90619 14.98427 27.27311  C129 1.482, H131 1.044, H132 1.110, C133 1.518
131 H 1.32569 14.36994 27.88575  N130 1.044
132 H 2.89093 14.70361 27.70073  N130 1.110
133 C 1.46936 16.38760 27.65373  N130 1.518, C134 1.520, H144 1.112, H145 1.092
134 C 1.77803 16.52649 29.13578  C133 1.520, O135 1.420, H146 1.133, H147 1.148
135 O 1.08205 15.50071 29.82935  C134 1.420, C136 1.410
136 C 1.53700 15.36106 31.15710  O135 1.410, H148 1.071, H149 1.081, H150 1.082
137 H -1.99231 13.29020 25.23112  C126 1.127
138 H -2.79770 14.75976 25.87026  C126 1.102
139 H -1.91462 13.64977 26.95836  C126 1.088
140 H 0.26186 13.65029 24.55047  C128 1.080
141 H 0.36219 12.95649 26.14475  C128 1.061
142 H 1.71501 15.47691 25.27691  C129 1.079
143 H 2.56915 13.91174 25.70963  C129 1.076
144 H 0.37599 16.51696 27.50011  C133 1.112
145 H 2.05777 17.17187 27.17232  C133 1.092
146 H 1.48291 17.55423 29.50917  C134 1.133
147 H 2.91993 16.42338 29.20125  C134 1.148
148 H 2.59806 15.21878 31.18864  C136 1.071
149 H 1.07247 14.50708 31.62943  C136 1.081
150 H 1.37894 16.18057 31.84551  C136 1.082
151 C 3.47741 7.22804 24.17326  O152 1.461, H162 1.083, H163 1.098, H164 1.060
152 O 3.50982 8.35539 25.10131  C151 1.461, C153 1.428
153 C 3.96721 8.00925 26.40954  O152 1.428, C154 1.493, H165 1.100, H166 1.086
154 C 3.37288 8.93142 27.42183  C153 1.493, N155 1.529, H167 1.081, H168 1.083
155 N 1.87189 8.64447 27.36213  C154 1.529, H156 1.021, H157 1.019, C158 1.502
156 H 1.44772 9.10058 26.55300  N155 1.021
157 H 1.69625 7.65255 27.20756  N155 1.019
158 C 1.07193 8.94390 28.59744  N155 1.502, C159 1.497, H169 1.106, H170 1.064
159 C -0.32128 8.45486 28.35184  C158 1.497, O160 1.447, H171 1.098, H172 1.081
160 O -0.23485 7.05941 27.98080  C159 1.447, C161 1.428
161 C -1.31629 6.12695 28.01034  O160 1.428, H173 1.063, H174 1.108, H175 1.087
162 H 2.69355 6.62695 24.61827  C151 1.083
163 H 4.43171 6.68962 24.10072  C151 1.098
164 H 3.16588 7.64005 23.24710  C151 1.060
165 H 5.05990 8.10776 26.32640  C153 1.100
166 H 3.71653 6.99007 26.68988  C153 1.086
167 H 3.52472 9.99270 27.28296  C154 1.081
168 H 3.76592 8.75294 28.41515  C154 1.083
169 H 1.10626 10.02858 28.81050  C158 1.106
170 H 1.48446 8.43381 29.43547  C158 1.064
171 H -0.81310 8.97901 27.52118  C159 1.098
172 H -0.97143 8.53946 29.21094  C159 1.081
173 H -2.08091 6.31961 27.29797  C161 1.063
174 H -1.67702 6.10170 29.05819  C161 1.108
175 H -0.81628 5.17451 27.85652  C161 1.087
176 C 1.29822 28.71319 31.87254  O177 1.459, H187 1.067, H188 1.075, H189 1.134
177 O -0.03949 28.67871 32.45298  C176 1.459, C178 1.399
178 C 0.00892 28.95408 33.82424  O177 1.399, C179 1.537, H190 1.100, H191 1.062
179 C -1.42295 28.89394 34.38069  C178 1.537, N180 1.597, H192 1.083, H193 1.057
180 N -2.05314 27.46338 34.05365  C179 1.597, H181 0.989, H182 1.052, C183 1.477
181 H -1.78910 27.20198 33.13714  N180 0.989
182 H -1.65883 26.76970 34.73955  N180 1.052
183 C -3.52445 27.58728 34.09954  N180 1.477, C184 1.498, H194 1.064, H195 1.094
184 C -4.07713 26.23752 34.44197  C183 1.498, O185 1.420, H196 1.086, H197 1.098
185 O -3.47528 25.75049 35.63190  C184 1.420, C186 1.402
186 C -4.13632 24.69348 36.27398  O185 1.402, H198 1.061, H199 1.094, H200 1.064
187 H 1.23028 28.37309 30.86331  C176 1.067
188 H 1.99310 28.14641 32.46510  C176 1.075
189 H 1.59492 29.80158 31.75367  C176 1.134
190 H 0.45464 29.95017 33.96345  C178 1.100
191 H 0.60744 28.22820 34.31622  C178 1.062
192 H -2.07305 29.64096 33.94309  C179 1.083
193 H -1.51283 28.98616 35.43018  C179 1.057
194 H -3.88826 27.89469 33.14780  C183 1.064
195 H -3.87061 28.27971 34.87322  C183 1.094
196 H -3.83343 25.66034 33.55539  C184 1.086
197 H -5.14275 26.30363 34.69817  C184 1.098
198 H -4.53616 23.98807 35.58998  C186 1.061
199 H -5.00768 25.13351 36.76763  C186 1.094
200 H -3.48244 24.30859 37.02006  C186 1.064
201 C 10.23611 12.80952 20.87214  O202 1.379, H212 1.104, H213 1.076, H214 1.086
202 O 10.50968 12.57306 19.54151  C201 1.379, C203 1.396
203 C 11.35108 11.48403 19.31010  O202 1.396, C204 1.490, H215 1.120, H216 1.090
204 C 11.62074 11.52018 17.84502  C203 1.490, N205 1.473, H217 1.085, H218 1.113
205 N 12.36778 12.71624 17.41916  C204 1.473, H206 1.023, H207 1.014, C208 1.503
206 H 12.07697 13.63543 17.76061  N205 1.023
207 H 13.37241 12.65512 17.54207  N205 1.014
208 C 12.22010 13.05296 15.96137  N205 1.503, C209 1.585, H219 1.055, H220 1.123
209 C 12.88273 14.47553 15.74025  C208 1.585, O210 1.349, H221 1.090, H222 1.106
210 O 12.55024 15.34986 16.71275  C209 1.349, C211 1.491
211 C 11.45414 16.27725 16.31217  O210 1.491, H223 1.097, H224 1.091, H225 1.085
212 H 10.45615 11.91287 21.47709  C201 1.104
213 H 9.23628 13.19861 20.95950  C201 1.076
214 H 10.88264 13.62272 21.18980  C201 1.086
215 H 10.92137 10.51584 19.67322  C203 1.120
216 H 12.25626 11.63510 19.89898  C203 1.090
217 H 10.66147 11.48591 17.33826  C204 1.085
218 H 12.24557 10.64566 17.55647  C204 1.113
219 H 11.16928 13.14321 15.94715  C208 1.055
220 H 12.64084 12.20733 15.35339  C208 1.123
221 H 12.60089 14.79353 14.73612  C209 1.090
222 H 13.98440 14.37868 15.76392  C209 1.106
223 H 11.63785 16.49617 15.25325  C211 1.097
224 H 11.49513 17.14571 16.97115  C211 1.091
225 H 10.52610 15.71565 16.27436  C211 1.085
226 N 3.97587 12.58567 27.82763  O227 1.282, O228 1.246, O229 1.286
227 O 2.78100 12.29235 27.46919  N226 1.282
228 O 4.26239 13.77618 28.05695  N226 1.246
229 O 4.91621 11.71542 27.93728  N226 1.286
230 C 4.82987 16.49399 25.23852  O231 1.435, O232 1.392, C233 1.579, H244 1.096
231 O 5.42211 15.18705 25.20296  C230 1.435, C237 1.463
232 O 4.31210 16.69364 26.51483  H81 0.943, C230 1.392
233 C 5.88894 17.60801 24.87736  C230 1.579, F234 1.370, F235 1.333, F236 1.355
234 F 5.40338 18.86077 25.14455  C233 1.370
235 F 7.04860 17.48887 25.52324  C233 1.333
236 F 6.15528 17.62235 23.54847  C233 1.355
237 C 5.89554 14.72796 23.89729  O231 1.463, C238 1.509, H242 1.090, H243 1.114
238 C 6.43842 13.32239 23.97049  C237 1.509, H239 1.079, H240 1.132, H241 1.090
239 H 7.17608 13.15776 24.74091  C238 1.079
240 H 5.65445 12.57178 24.29353  C238 1.132
241 H 6.84033 12.92787 23.03731  C238 1.090
242 H 6.76303 15.37573 23.77408  C237 1.090
243 H 5.17098 14.78841 23.05383  C237 1.114
244 H 4.01505 16.54662 24.50684  C230 1.096
245 C 10.40884 20.17932 31.14539  O246 1.351, O247 1.269, C248 1.568
246 O 11.25130 20.42585 32.17228  C245 1.351, C252 1.343
247 O 9.17299 20.41010 30.97263  C245 1.269
248 C 11.23592 19.53121 29.98157  C245 1.568, F249 1.447, F250 1.423, F251 1.334
249 F 11.94079 20.51369 29.18666  C248 1.447
250 F 12.21458 18.65166 30.52430  C248 1.423
251 F 10.35219 18.86880 29.23256  C248 1.334
252 C 11.32225 21.69663 32.60194  O246 1.343, C253 1.567, H257 1.166, H258 1.094
253 C 12.27173 21.99453 33.81210  C252 1.567, H254 1.069, H255 1.086, H256 1.085
254 H 12.26315 21.44997 34.73160  C253 1.069
255 H 13.27827 21.93025 33.40974  C253 1.086
256 H 12.07252 23.05228 33.94799  C253 1.085
257 H 10.29216 22.23245 32.70616  C252 1.166
258 H 11.84221 22.19997 31.78214  C252 1.094
259 H 7.96981 15.43824 34.72666  no bonds